{"formula": "C27H49I2N4O6PSSi", "method": "the ωB97M-V functional and the def2-TZVPD basis", "gap_ha": 0.151, "e_tot_ev": -91233.7890, "largest_force_ha_per_bohr": 0.03230, "e_lumo_ha": -0.0337, "charge": 0, "elements": ["C", "S", "C", "N", "H", "C", "O", "H", "C", "C", "H", "H", "I", "O", "H", "H", "C", "H", "C", "C", "I", "H", "N", "C", "H", "H", "H", "C", "C", "C", "C", "C", "O", "H", "H", "H", "H", "H", "H", "H", "H", "C", "H", "N", "H", "O", "H", "P", "C", "H", "H", "H", "Si", "H", "H", "H", "O", "H", "H", "C", "H", "H", "C", "H", "H", "O", "H", "H", "H", "H", "H", "C", "H", "H", "C", "H", "H", "H", "H", "H", "C", "C", "C", "H", "C", "N", "C", "H", "H", "C", "C"], "xyz": [[1.570, -2.276, 0.431], [3.881, -3.433, -1.902], [1.259, -2.043, -1.043], [-0.227, -1.872, -1.061], [-0.510, -2.603, -0.400], [-2.972, 2.780, -2.296], [-2.085, -0.773, -0.216], [-0.253, 3.080, -4.455], [-0.956, 0.377, -5.121], [2.265, -0.926, 4.678], [-0.928, 4.111, -1.130], [-3.813, -0.517, 2.156], [1.471, 4.031, 0.875], [2.892, 1.383, 5.249], [2.951, -0.206, 6.538], [4.180, 1.929, 6.779], [-1.119, 2.602, 1.269], [-0.909, -3.349, -2.341], [1.491, -1.604, 2.658], [-1.836, 1.639, -4.958], [2.877, 0.863, 0.424], [-2.755, -2.576, -4.759], [1.002, -1.360, 1.324], [-1.202, 2.688, -4.094], [2.359, -2.271, 2.564], [-1.752, 2.047, 0.583], [-1.236, -2.534, 3.660], [3.984, 2.170, 5.730], [3.667, 3.644, 5.548], [-3.088, 0.301, 2.166], [0.007, -0.291, 1.001], [1.944, -4.519, 1.183], [1.163, 0.979, -2.764], [0.785, -2.163, 3.289], [1.355, -1.136, 5.251], [1.488, -3.356, -3.345], [-3.387, 0.960, 2.982], [1.815, -1.161, -1.358], [2.819, -1.868, 4.599], [2.585, 3.770, 5.572], [0.514, -1.192, -3.576], [-0.909, 4.267, -2.212], [-2.013, -2.014, -2.254], [2.725, -5.277, 1.523], [-2.033, 2.067, -5.944], [1.064, -3.645, 0.794], [-1.424, 2.439, 2.302], [1.950, -3.466, -2.031], [0.330, 2.286, 1.052], [2.660, -2.293, 0.523], [-2.189, -0.394, -3.523], [1.367, -4.623, -1.500], [-1.355, -0.411, 2.434], [-3.210, -1.112, -5.641], [-2.806, 1.375, -4.538], [-1.068, -2.887, 1.966], [1.930, -0.467, 3.377], [-1.366, 5.245, -2.384], [4.015, 3.980, 4.577], [0.295, 0.764, -2.056], [-2.870, 2.784, -1.209], [4.114, 4.241, 6.339], [-0.701, -0.570, -0.409], [-2.299, -1.659, 0.103], [-0.205, -0.378, 4.596], [-1.123, -1.353, -7.822], [4.202, -0.213, 5.297], [0.076, 0.598, -4.849], [-1.311, 3.654, 1.068], [-3.286, 1.784, -2.596], [-2.685, -2.520, 2.638], [-2.363, -1.666, -5.237], [0.128, 4.314, -2.543], [-1.715, -1.906, -6.098], [-1.628, -2.272, 2.676], [-0.499, -2.092, -7.814], [4.864, 1.902, 5.135], [-3.757, 3.495, -2.549], [-0.077, 1.213, 3.864], [-0.285, -2.528, -4.347], [3.149, 0.024, 5.482], [-0.452, -1.698, -3.659], [-1.525, -0.794, -4.300], [-3.256, 0.844, 1.243], [-0.958, -2.256, -2.329], [-0.637, 0.534, -1.299], [0.822, 1.048, 0.929], [-0.948, 0.090, -6.181], [-1.609, 0.663, 4.633], [-1.668, 3.184, -2.940], [-0.751, 0.376, 4.028]]}